# C34H76F6N8O16P

13 unconnected molecules or ions with the total composition C34H76F6N8O16P in a non-equilibrium geometry (ωB97M-V/def2-TZVPD, the Open Molecules 2025 dataset).

The geometry in XYZ format:
```
141
Properties=species:S:1:pos:R:3:mulliken_charge:R:1
P -0.17868 0.27039 0.20950 1.331
F -1.25846 -0.85792 -0.30865 -0.089
F -0.84705 1.44165 -0.74059 -0.227
F -1.19311 0.72010 1.42334 -0.477
F 0.93338 1.34297 0.64341 -0.042
F 0.50432 -0.75478 1.28126 -0.533
F 0.79946 -0.26129 -0.99915 -0.105
C -0.12112 4.25493 1.28865 -0.074
O 0.19933 4.39620 2.65266 -0.591
H 0.77622 4.30080 0.66433 0.157
H -0.52079 3.27073 1.04905 -0.326
H -0.79030 5.03205 0.91174 0.446
H 0.95134 4.97193 2.80369 0.326
C -2.84506 0.14489 4.64916 -0.188
O -4.27457 0.08195 4.69825 -0.526
H -2.47320 -0.82970 4.96655 0.106
H -2.44183 0.33928 3.65312 -0.033
H -2.48129 0.90789 5.33950 0.425
H -4.48438 0.92912 4.29102 0.285
C 4.35732 1.72017 2.49735 -1.128
C 3.19960 2.53806 3.10583 0.764
C 1.97966 1.65310 3.50794 1.368
O 2.00088 1.76420 4.93705 -0.467
C 2.82483 2.65018 5.35896 0.530
O 3.02262 2.96552 6.51951 -0.661
O 3.56030 3.12601 4.35213 -0.452
H 4.02651 1.23204 1.57943 -0.105
H 4.68003 1.00739 3.25438 0.325
H 5.11182 2.39150 2.08681 0.456
H 2.93348 3.36093 2.44300 0.065
H 2.12468 0.60202 3.26583 -0.876
H 0.97198 1.98009 3.25876 0.112
C -3.32170 -2.62666 1.54763 -0.701
C -3.90098 -3.68970 2.46025 0.503
C -4.73512 -3.14289 3.58544 -0.053
O -5.75089 -4.16292 3.63356 -0.377
C -5.88392 -4.72499 2.42193 0.582
O -6.81990 -5.38895 2.01924 -0.597
O -4.79564 -4.46534 1.69058 -0.372
H -2.76043 -3.11654 0.75367 -0.041
H -2.68109 -1.94478 2.10753 0.194
H -4.19254 -2.10371 1.14986 0.130
H -3.03388 -4.27119 2.78442 0.215
H -5.10982 -2.14427 3.35781 0.113
H -4.14782 -3.07829 4.49927 0.280
C 5.64876 -2.32945 0.85719 -0.120
O 5.70535 -1.63379 1.85606 -0.509
N 4.60961 -2.31905 -0.02136 0.440
C 4.62250 -3.22120 -1.13634 -1.168
C 3.45649 -1.43420 0.19345 0.378
H 6.43572 -2.99539 0.46729 0.359
H 3.62584 -3.48246 -1.49063 0.345
H 5.03674 -4.17303 -0.79971 0.493
H 5.20672 -2.82340 -1.96855 0.279
H 3.53320 -0.74177 1.02868 -0.720
H 3.07882 -0.98745 -0.72267 -0.062
H 2.61958 -2.01522 0.59503 0.137
C -1.24138 0.23559 -3.83408 0.197
O -1.60484 -0.80894 -4.34917 -0.661
N -0.67627 1.21108 -4.56020 0.290
C -0.31024 1.18363 -5.97331 -1.059
C -0.22030 2.39519 -3.86346 -0.739
H -1.19328 0.40658 -2.75114 0.535
H -0.60282 2.10103 -6.48905 0.403
H -0.93866 0.41147 -6.41668 0.334
H 0.76904 1.08845 -6.10067 0.189
H 0.77841 2.70422 -4.18185 0.505
H -0.80903 3.30171 -4.05029 0.339
H -0.33311 2.35731 -2.78050 -0.252
C -0.63102 -3.31923 -1.86872 0.956
O -1.07248 -3.10830 -2.98787 -0.651
N -0.83040 -4.39313 -1.08412 0.193
C -0.21669 -4.47146 0.21960 -0.658
C -1.53879 -5.61916 -1.47062 -1.047
H 0.02585 -2.61688 -1.33051 -0.403
H 0.16067 -3.49311 0.52124 -0.050
H 0.65829 -5.12711 0.24706 0.347
H -0.97051 -4.79855 0.93712 0.282
H -1.99766 -5.50133 -2.44886 0.300
H -0.76066 -6.38783 -1.45554 0.378
H -2.25299 -5.98515 -0.73130 0.258
C -3.86110 0.80840 -1.06633 0.101
O -3.77580 0.98679 -2.26326 -0.698
N -4.93942 1.02871 -0.25355 0.384
C -6.13819 1.62686 -0.83962 -1.155
C -4.88150 0.82823 1.15406 -0.877
H -2.99707 0.47085 -0.47263 0.333
H -6.92989 0.89483 -0.67938 0.386
H -6.00254 1.82951 -1.90072 0.286
H -6.34333 2.63054 -0.46247 0.337
H -5.08803 1.72531 1.74554 0.405
H -5.62135 0.09530 1.48958 0.311
H -3.93011 0.48381 1.56161 0.028
C -4.78313 4.15412 -2.68415 -0.049
O -5.93843 4.53730 -2.74342 -0.630
N -3.84958 4.67153 -1.83416 0.236
C -2.51888 4.10578 -1.77516 -0.180
C -4.10373 5.73802 -0.88833 -1.034
H -4.45773 3.26184 -3.23919 0.538
H -2.11981 3.88558 -0.78356 0.065
H -1.84074 4.79259 -2.28701 0.456
H -2.50557 3.12923 -2.26060 -0.421
H -3.93702 5.36538 0.12525 0.330
H -3.46023 6.60704 -1.02868 0.317
H -5.15861 6.00866 -0.91163 0.359
C 2.58027 -2.48053 6.27866 0.104
O 1.86623 -2.21173 7.23227 -0.588
N 2.19932 -2.16323 5.00118 0.316
C 3.14777 -2.26424 3.91634 -0.854
C 0.88278 -1.66749 4.71080 -0.343
H 3.50826 -3.06234 6.37031 0.308
H 4.10784 -2.73748 4.12261 0.408
H 3.45378 -1.28205 3.54413 0.184
H 2.76221 -2.76565 3.02504 0.153
H 0.49575 -1.14017 5.57980 0.307
H 0.96563 -1.00962 3.84623 -0.423
H 0.24605 -2.50185 4.40646 0.433
C 1.16812 -2.41064 -6.01658 -0.058
O 0.11823 -2.79175 -5.54601 -0.440
N 2.12289 -1.79462 -5.28804 0.381
C 3.26411 -1.09659 -5.88701 -0.864
C 2.22251 -1.80819 -3.83530 0.146
H 1.37347 -2.26386 -7.09183 0.294
H 3.33831 -0.06561 -5.53205 0.185
H 3.17332 -0.90464 -6.95691 0.341
H 4.14923 -1.67735 -5.62545 0.348
H 2.28990 -0.75455 -3.54822 -0.052
H 1.32978 -2.17556 -3.33192 -0.412
H 3.11124 -2.22953 -3.36189 0.034
C 3.32479 3.07393 -0.69044 0.255
O 3.67405 4.04362 -0.03546 -0.712
N 4.07855 2.55554 -1.69351 0.258
C 5.32178 3.14909 -2.14782 -1.098
C 3.55624 1.40104 -2.46892 -0.405
H 2.37248 2.53739 -0.57064 0.230
H 6.10534 2.40405 -2.30157 0.337
H 5.73552 3.80028 -1.37912 0.351
H 5.23956 3.70508 -3.08331 0.348
H 4.41393 0.82602 -2.81241 0.367
H 2.78900 0.87115 -1.90722 -0.461
H 3.00892 1.78405 -3.33490 0.278
```

Summary:
2S+1: 1
Total charge: -1
Kohn-Sham gap: 8.3 eV

# C34H76O14

14 unconnected molecules or ions with the total composition C34H76O14 in a non-equilibrium geometry (ωB97M-V/def2-TZVPD, the Open Molecules 2025 dataset).

The geometry in XYZ format:
```
124
Properties=species:S:1:pos:R:3:mulliken_charge:R:1
C 0.09088 -0.04204 -4.08139 1.265
C 0.74991 -0.13572 -5.44381 0.557
O 0.72114 0.78420 -6.19471 -0.601
C 1.41017 -1.45106 -5.82989 -1.032
H 0.20410 -0.96201 -3.50648 -0.598
H -0.96635 0.16953 -4.22630 -0.079
H 0.56162 0.76538 -3.52285 -0.496
H 0.76303 -2.28577 -5.57274 0.311
H 2.37140 -1.50523 -5.31215 0.221
H 1.60408 -1.42066 -6.89919 0.383
C 6.55059 -1.64857 1.03983 -1.015
C 5.60152 -2.70160 0.53018 0.407
O 5.99035 -3.70165 -0.01854 -0.574
C 4.13351 -2.42975 0.71967 0.156
H 7.55847 -1.86488 0.68999 0.351
H 6.55857 -1.69035 2.13454 0.318
H 6.27890 -0.64908 0.70008 0.100
H 3.94714 -1.75352 1.55828 0.208
H 3.56751 -3.34343 0.85581 0.439
H 3.77616 -1.92005 -0.18634 -0.424
C 2.69024 4.88090 3.21252 -0.945
C 1.39394 5.33891 2.60680 0.649
O 0.66787 6.05830 3.20266 -0.544
C 0.99590 4.74725 1.28829 -0.440
H 3.44188 4.68229 2.44546 0.344
H 2.49406 3.93025 3.72386 -0.036
H 3.04646 5.60669 3.93285 0.394
H 1.83304 4.59933 0.60825 0.410
H 0.28549 5.41837 0.80413 0.343
H 0.45011 3.80916 1.42774 -0.270
C -2.22886 -3.58200 -2.57838 -0.429
C -3.10869 -3.18688 -1.42100 0.594
O -4.18307 -2.70226 -1.62827 -0.578
C -2.70267 -3.45796 0.00757 -0.342
H -1.74810 -4.54506 -2.41682 0.436
H -1.45487 -2.81759 -2.70408 -0.370
H -2.87119 -3.57160 -3.45071 0.378
H -3.43801 -2.96181 0.64455 -0.168
H -1.70967 -3.08873 0.28104 -0.043
H -2.70348 -4.52356 0.24670 0.557
C 2.09416 -5.00054 -1.05088 -1.678
C 1.68027 -3.68390 -1.67060 0.744
O 0.73639 -3.08042 -1.27311 -0.280
C 2.48717 -3.16031 -2.80647 -0.316
H 3.16400 -5.01067 -0.82793 0.411
H 1.86901 -5.80782 -1.74753 0.413
H 1.55328 -5.13162 -0.11412 0.299
H 2.03992 -2.23873 -3.14589 -0.427
H 2.44939 -3.87776 -3.63630 0.517
H 3.53014 -3.05535 -2.50593 0.295
C -4.29122 0.38758 -3.09468 -0.216
C -3.97810 -0.15222 -4.47155 0.718
O -3.11011 -0.99109 -4.63911 -0.503
C -4.63706 0.53802 -5.64737 -1.505
H -4.87185 1.30623 -3.18116 0.385
H -3.33851 0.60560 -2.61078 -0.247
H -4.83617 -0.33168 -2.48708 0.317
H -4.20959 0.18020 -6.57905 0.372
H -4.49770 1.61804 -5.56270 0.364
H -5.71730 0.35114 -5.66302 0.360
C -0.94588 0.02744 -0.41744 0.718
C 0.07097 0.27841 0.64449 0.116
O 0.06916 1.31768 1.27616 0.097
C 0.96567 -0.86172 0.95675 0.157
H -0.66806 -0.80629 -1.06939 -0.130
H -1.15040 0.92114 -1.00781 -0.030
H -1.88421 -0.27020 0.07328 -0.616
H 1.62764 -0.59608 1.77495 -0.546
H 1.52138 -1.15392 0.06528 -0.181
H 0.38459 -1.73862 1.26148 0.501
C 5.60664 1.62556 -1.42044 -1.586
C 4.32187 0.94781 -1.08855 0.618
O 3.85646 0.07242 -1.80599 -0.453
C 3.63428 1.35033 0.19816 0.166
H 6.26453 1.65114 -0.55012 0.379
H 5.40768 2.66813 -1.69607 0.387
H 6.09022 1.13758 -2.26162 0.336
H 2.57131 1.17951 0.04667 -0.791
H 3.77673 2.40005 0.46680 0.459
H 3.96646 0.74190 1.04208 0.486
C -3.84591 -3.64533 4.39472 -1.250
C -2.54676 -3.04410 4.00962 1.060
O -1.86560 -3.54161 3.16191 -0.568
C -2.18109 -1.80268 4.71111 -1.013
H -4.58168 -2.88519 4.68135 0.349
H -3.74581 -4.29354 5.27301 0.408
H -4.23318 -4.24366 3.57368 0.286
H -1.19220 -1.47838 4.41812 0.135
H -2.20261 -1.97182 5.79318 0.442
H -2.88367 -0.99452 4.47867 0.277
C -5.06545 -0.94343 2.23504 -0.948
C -4.37040 0.07503 1.37387 0.486
O -4.64035 0.17957 0.20517 -0.508
C -3.42440 1.03713 2.06112 -0.123
H -5.43396 -1.77074 1.64034 0.416
H -5.92229 -0.42777 2.69141 0.483
H -4.43752 -1.28341 3.05871 -0.287
H -3.98096 1.71314 2.71487 0.697
H -2.91026 1.64304 1.31384 -0.513
H -2.66343 0.54327 2.67009 0.167
C -1.44193 3.31055 3.78774 0.014
O -1.39882 2.19876 4.65896 -0.591
H -0.66181 3.23633 3.03273 -0.249
H -2.41753 3.33252 3.30017 0.054
H -1.35522 4.24676 4.35198 0.377
H -0.46304 1.93318 4.73662 0.363
C -2.48805 3.77333 -0.13940 -0.141
O -2.95445 2.99460 -1.25243 -0.510
H -2.08673 4.71754 -0.50337 0.343
H -3.29917 4.03112 0.55324 0.367
H -1.70942 3.22205 0.40407 -0.293
H -3.69813 2.45590 -0.96812 0.269
C 2.15626 1.00091 3.96489 -0.566
O 1.35204 1.46508 5.02836 -0.537
H 1.77567 1.37086 3.01741 -0.050
H 3.20861 1.29919 4.06880 0.382
H 2.12459 -0.09148 3.93440 0.554
H 1.63187 1.04595 5.84658 0.256
C 1.15537 3.29898 -1.96171 0.838
O 1.24997 4.05515 -3.16827 -0.611
H 0.75976 2.28702 -2.12423 -0.326
H 2.10334 3.26230 -1.41184 -0.129
H 0.41206 3.78957 -1.33209 -0.076
H 1.94598 3.69409 -3.72485 0.318
```

Summary:
2S+1: 1
Kohn-Sham gap: 9.2 eV